Below is a structure of composition C13H11BeN4O8S, with properties calculated with the ωB97M-V functional and the def2-TZVPD basis.

```
38
Properties=species:S:1:pos:R:3:forces:R:3:lowdin_charge:R:1
Be 0.42239 -0.04355 -0.37279 0.761 -0.120 0.136 0.058
O -1.67518 -2.20712 4.58352 0.038 -0.014 -0.004 0.066
C -1.25242 -1.72629 3.38370 -0.044 -0.042 0.063 -0.279
C -0.23080 -2.33872 2.66569 -0.013 -0.091 0.052 0.067
C 0.13789 -1.76014 1.47552 -0.005 0.182 -0.087 -0.135
N -0.46205 -0.67126 1.00050 -0.247 0.299 -0.084 0.122
C -1.45174 -0.08046 1.68047 0.139 -0.165 -0.081 -0.109
C -1.87237 -0.58628 2.88989 -0.093 -0.064 0.089 0.077
C -2.03149 1.19272 1.05252 0.194 0.037 -0.111 -0.618
O -2.88801 1.79574 1.71479 -0.025 0.041 -0.039 -0.008
O -1.51366 1.46783 -0.05501 -0.179 -0.053 0.091 -0.023
C 1.29471 -2.19917 0.58801 -0.093 0.124 -0.052 -0.550
O 1.89599 -3.23035 0.83427 0.045 0.056 -0.050 0.054
O 1.48580 -1.34775 -0.35759 -0.068 -0.059 0.109 -0.035
H -1.12356 -2.95785 4.82740 -0.021 -0.021 0.001 0.105
H 0.28243 -3.22950 3.00942 0.013 0.046 -0.013 0.128
H -2.66430 -0.09187 3.43438 0.031 0.026 -0.038 0.130
O 0.97719 1.58492 -3.10871 -0.004 -0.242 -0.212 -0.027
N 0.32361 0.51956 -3.06013 0.085 0.625 0.130 -0.485
O -0.05062 -0.06837 -4.05264 0.161 0.042 0.025 0.066
O -0.01490 0.07619 -1.92313 -0.522 -0.474 0.117 -0.007
C -0.74804 4.41675 -2.66788 -0.003 -0.051 -0.005 0.003
C -0.50820 4.13149 -1.22247 0.028 0.033 -0.108 -0.261
C -1.18035 4.71193 -0.18869 -0.055 0.045 0.043 0.026
C -0.82589 4.33056 1.11282 0.001 0.048 0.144 -0.303
N 0.15343 3.47820 1.37001 0.124 -0.104 -0.120 0.127
C 0.74339 2.85289 0.34023 -0.321 0.080 0.200 -0.752
S 1.80098 1.52703 0.54686 -0.075 -0.061 -0.147 0.763
N 0.44897 3.23727 -0.92898 0.190 -0.050 -0.131 0.113
C -1.60424 4.82055 2.29226 0.063 -0.039 0.005 -0.023
H -1.60846 5.07025 -2.78847 -0.001 0.001 0.001 0.081
H -0.91228 3.48835 -3.21628 -0.010 0.002 0.037 0.089
H 0.13082 4.89666 -3.10190 -0.009 0.009 -0.016 0.095
H -1.97676 5.41777 -0.37275 -0.013 -0.040 0.009 0.117
H 0.86086 2.67775 -1.69521 -0.086 -0.045 0.119 0.099
H -2.20881 5.69409 2.05343 0.016 0.021 -0.005 0.073
H -0.93824 5.03014 3.12790 0.021 0.018 -0.023 0.081
H -2.26456 3.99906 2.58514 -0.023 0.001 -0.045 0.076
```
Positions in Å, forces in eV/Å.

Calculated values
**ΔE to the lowest compared entry with this formula, charge and spin**: 0.476 eV
**F_max**: 0.8 eV/A
**Lowest unoccupied orbital energy**: 2.59 eV
**Total charge**: -1
**Calculated total energy**: -1736.1030 Ha
**E_HOMO**: -5.67 eV